The following is a DFT calculation (ωB97M-V/def2-TZVPD) of a molecular structure, C5H9NO in a non-equilibrium geometry.

Structure (XYZ):
```
16
Properties=species:S:1:pos:R:3:forces:R:3:mulliken_charge:R:1
C 1.52420 -1.22405 -0.48138 0.094 0.182 0.480 -1.11
C 0.62538 -0.04208 -0.70726 -0.985 -0.429 -1.980 0.58
C 0.24606 0.34930 1.86507 -1.621 -0.433 -0.152 -0.64
C 0.72322 1.14250 2.65140 0.088 -0.023 -0.168 -0.32
O 0.92002 0.95524 -1.31149 -0.450 -0.740 1.146 -0.49
H 2.45821 -0.86563 -0.05060 -0.006 -0.071 -0.087 0.33
H 1.72688 -1.69532 -1.44903 -0.043 0.160 0.065 0.35
H 1.08649 -1.95684 0.19529 -0.002 0.100 -0.002 0.34
H 1.16045 1.86323 3.30348 0.049 -0.094 0.022 0.41
C -1.79230 0.65617 -0.87195 0.203 -0.077 0.023 -0.89
N -0.83525 -0.36360 -0.42126 0.505 0.435 -0.052 -0.31
H -1.09142 -1.30293 -0.71806 0.251 0.111 -0.055 0.31
H -0.69271 -0.24691 0.89065 2.020 0.823 0.932 0.47
H -1.47636 1.61968 -0.47245 -0.004 -0.086 -0.037 0.30
H -1.81088 0.70348 -1.95901 -0.137 0.127 0.008 0.32
H -2.77200 0.40778 -0.46339 0.037 0.016 -0.141 0.35
```
Positions in Å, forces in eV/Å.

Computed properties:
ΔE to the lowest compared entry with this formula, charge and spin	106.7	kcal per mole
charge	0
E_HOMO	-9.11	eV
E_LUMO	0.61	eV